1.
{"formula": "C9H32BeNO8", "method": "ωB97M-V/def2-TZVPD", "species": ["Be", "C", "C", "C", "C", "C", "C", "N", "O", "C", "C", "C", "H", "H", "H", "H", "H", "H", "H", "H", "H", "H", "H", "H", "H", "H", "H", "H", "H", "H", "O", "H", "H", "O", "H", "H", "O", "H", "H", "O", "H", "H", "O", "H", "H", "O", "H", "H", "O", "H", "H"], "positions_angstrom": [[0.92827, 1.98504, 1.15844], [-0.46100, -2.48359, 1.19788], [0.12834, -2.30274, -0.19540], [-0.48762, -3.33824, -1.13486], [-1.89002, -2.99494, -1.60608], [-1.90754, -1.64357, -2.33085], [-1.30079, -0.49728, -1.50889], [-0.14526, -0.95704, -0.72238], [0.64513, -0.00295, -0.15763], [-2.39116, 0.11877, -0.61100], [-0.95005, 0.59522, -2.51350], [1.62513, -2.56858, -0.14455], [-0.09633, -3.38398, 1.70651], [-1.55321, -2.48769, 1.21328], [-0.11853, -1.74406, 1.92900], [-0.63959, -4.29071, -0.61947], [0.12855, -3.44191, -2.02951], [-2.65564, -2.91440, -0.83080], [-2.20509, -3.77521, -2.30193], [-2.99509, -1.49793, -2.33792], [-1.59589, -1.64683, -3.37376], [-2.70703, -0.55163, 0.19942], [-3.28344, 0.26139, -1.22393], [-2.10259, 1.03893, -0.11624], [-0.44619, 1.46105, -2.10357], [-1.78124, 0.87917, -3.15451], [-0.17626, 0.19275, -3.18718], [2.10173, -1.92444, 0.59576], [2.11852, -2.29516, -1.08279], [1.84186, -3.62519, 0.00423], [1.61402, 4.28635, 0.86383], [1.21519, 4.93218, 0.27048], [2.40192, 4.71521, 1.21833], [-0.98900, 0.52793, 2.13490], [-1.80237, 0.28943, 2.59450], [-0.92287, -0.08095, 1.38668], [0.51812, 2.73461, 3.31919], [0.37377, 3.62244, 3.66591], [0.72641, 2.18561, 4.08341], [3.52600, 1.40139, 0.34410], [4.13478, 0.70802, 0.62347], [3.83008, 1.64225, -0.53550], [1.42887, 2.40293, -1.15069], [1.31825, 1.61551, -1.70328], [2.28541, 2.77349, -1.38575], [-1.12190, 3.14196, 0.67195], [-1.98812, 3.05726, 1.08618], [-1.21090, 3.85571, 0.03042], [1.97529, 0.12792, 2.54000], [2.47710, 0.08247, 3.36439], [2.58196, -0.18593, 1.85970]], "charge": 1, "e_above_lowest_kcal_mol": 0.0}

=====

2.
{"formula": "C45H55BrN7OSTeZr", "method": "ωB97M-V/def2-TZVPD", "species": ["Zr", "C", "C", "C", "C", "C", "C", "C", "N", "C", "C", "C", "C", "C", "C", "C", "C", "C", "C", "N", "C", "C", "C", "N", "C", "C", "C", "C", "C", "C", "C", "C", "C", "C", "C", "C", "C", "C", "N", "C", "C", "H", "H", "H", "H", "H", "H", "H", "H", "H", "H", "H", "H", "H", "H", "H", "H", "H", "H", "H", "H", "H", "H", "H", "H", "H", "H", "H", "H", "H", "H", "H", "H", "H", "H", "H", "H", "H", "H", "H", "H", "H", "H", "H", "H", "O", "C", "C", "C", "N", "C", "Br", "C", "H", "H", "H", "H", "Te", "C", "C", "C", "C", "S", "H", "H", "H", "N", "N", "H", "H", "H", "H"], "positions_angstrom": [[0.36874, -0.20376, -0.17768], [-5.98647, 1.64581, -0.46887], [-5.09296, 1.26299, -1.64991], [-3.95605, 0.38248, -1.23977], [-3.91975, -0.98180, -1.20326], [-4.97706, -1.94588, -1.63345], [-4.66175, -2.56976, -2.99357], [-2.63871, -1.34009, -0.65571], [-1.87340, -0.22570, -0.43474], [-2.69121, 0.83770, -0.72772], [-2.37419, 2.16045, -0.48027], [-1.21220, 2.63494, 0.09534], [-0.95099, 4.02815, 0.34763], [-1.89908, 5.15541, 0.08246], [-1.79467, 5.66984, -1.35421], [0.31350, 4.10310, 0.85497], [0.79793, 2.75532, 0.94757], [2.00365, 2.40427, 1.53880], [2.35631, 1.12348, 1.90020], [1.59009, 0.00857, 1.63548], [2.20269, -1.02075, 2.30732], [1.71938, -2.31382, 2.38349], [0.59356, -2.80625, 1.73937], [-0.19413, -2.09293, 0.87307], [-1.16989, -2.97247, 0.45409], [-2.27390, -2.63001, -0.29703], [-0.95084, -4.27898, 1.02693], [0.13048, -4.16985, 1.84715], [0.77925, -5.23965, 2.66675], [1.97621, -5.86681, 1.94870], [-1.82322, -5.47498, 0.81247], [-3.01649, -5.50052, 1.76938], [3.40487, -0.55712, 2.96207], [3.51284, 0.77187, 2.68582], [4.56424, 1.73923, 3.12337], [4.16799, 2.51249, 4.38246], [4.29008, -1.40273, 3.81786], [3.74064, -1.57842, 5.23402], [-0.12440, 1.86640, 0.45876], [1.04574, 5.31908, 1.32160], [0.93354, 5.52131, 2.83394], [-6.79009, 2.31028, -0.78547], [-5.41234, 2.15038, 0.30966], [-6.43501, 0.75894, -0.02015], [-4.70680, 2.16426, -2.13337], [-5.68495, 0.74967, -2.41039], [-5.93747, -1.42963, -1.67853], [-5.09691, -2.72982, -0.88138], [-4.59968, -1.79998, -3.76447], [-5.43096, -3.28293, -3.28860], [-3.70344, -3.09210, -2.97380], [-3.12804, 2.89568, -0.72939], [-1.69540, 5.96745, 0.78250], [-2.92291, 4.83554, 0.28777], [-0.77989, 6.00605, -1.57270], [-2.47354, 6.50431, -1.52837], [-2.04433, 4.87776, -2.06322], [2.67342, 3.20566, 1.81760], [2.26322, -3.00477, 3.01304], [-2.97100, -3.42250, -0.53383], [0.04302, -6.01125, 2.89774], [1.09272, -4.83008, 3.62977], [1.67054, -6.30652, 0.99821], [2.43198, -6.65027, 2.55325], [2.74478, -5.12018, 1.73696], [-1.22484, -6.37848, 0.94446], [-2.17341, -5.49758, -0.22241], [-2.67936, -5.49619, 2.80638], [-3.62398, -6.39128, 1.61272], [-3.65128, -4.62462, 1.62880], [4.77699, 2.43275, 2.30605], [5.49307, 1.19516, 3.30308], [3.24002, 3.06620, 4.23169], [4.94504, 3.22302, 4.66246], [4.01082, 1.83406, 5.22143], [5.28080, -0.94744, 3.86357], [4.43236, -2.38044, 3.34979], [3.63675, -0.61450, 5.73265], [4.40613, -2.19947, 5.83309], [2.75557, -2.04710, 5.22436], [0.64758, 6.19373, 0.80348], [2.09638, 5.25280, 1.02763], [-0.11065, 5.60994, 3.13624], [1.45629, 6.42475, 3.14657], [1.35944, 4.67650, 3.37714], [-2.06346, 2.12705, -5.80259], [-1.39919, 1.78129, -4.69349], [-0.84773, 2.70640, -3.80908], [-0.20859, 2.24702, -2.67859], [-0.07194, 0.94610, -2.40028], [-0.56088, 0.09745, -3.29297], [-0.13155, -1.68039, -2.83047], [-1.24277, 0.41803, -4.43798], [-2.07956, 3.08556, -5.91036], [-0.90536, 3.76902, -4.00459], [0.25073, 2.92890, -1.97531], [-1.61634, -0.32913, -5.12107], [2.92131, 0.90981, -1.25461], [3.10885, 0.61238, -3.33260], [2.89253, -0.42833, -4.18973], [3.23164, -0.13090, -5.53602], [3.70803, 1.13371, -5.69441], [3.73700, 1.96651, -4.20213], [2.54934, -1.39768, -3.86823], [3.14182, -0.83888, -6.34743], [4.04846, 1.60489, -6.60189], [3.23227, -2.47390, -1.58561], [2.04173, -2.57856, -0.80510], [3.75884, -3.34110, -1.56757], [3.79388, -1.72148, -1.20072], [2.19813, -3.03857, 0.08754], [1.42188, -3.18356, -1.33162]], "charge": 1, "e_above_lowest_kcal_mol": 1.0}

=====

HOMO-LUMO gap, respectively: 4.8 5.4 eV.
LUMO, respectively: -3.6 -3.7 eV.
HOMO level, respectively: -8.4 -9.1 eV.